Entry 1:
{"formula": "C31H81N5O8", "method": "ωB97M-V with the def2-TZVPD basis set", "elements": ["C", "C", "C", "O", "C", "N", "H", "H", "H", "H", "H", "H", "H", "H", "H", "H", "H", "C", "C", "C", "O", "C", "N", "H", "H", "H", "H", "H", "H", "H", "H", "H", "H", "H", "C", "C", "C", "O", "C", "N", "H", "H", "H", "H", "H", "H", "H", "H", "H", "H", "H", "C", "C", "C", "O", "C", "N", "H", "H", "H", "H", "H", "H", "H", "H", "H", "H", "H", "C", "C", "C", "C", "C", "C", "N", "O", "C", "C", "C", "H", "H", "H", "H", "H", "H", "H", "H", "H", "H", "H", "H", "H", "H", "H", "H", "H", "H", "H", "C", "C", "O", "H", "H", "H", "H", "H", "H", "C", "C", "O", "H", "H", "H", "H", "H", "H", "C", "C", "O", "H", "H", "H", "H", "H", "H"], "positions_angstrom": [[-24.137, -15.261, 30.139], [-24.762, -14.596, 29.007], [-25.776, -13.421, 29.374], [-26.356, -13.014, 28.134], [-26.749, -11.603, 28.143], [-23.612, -14.124, 28.196], [-24.750, -15.774, 30.879], [-23.397, -14.819, 30.806], [-23.581, -16.039, 29.615], [-25.175, -15.361, 28.349], [-25.115, -12.646, 29.763], [-26.428, -13.624, 30.224], [-25.896, -10.925, 28.198], [-27.085, -11.465, 29.171], [-27.627, -11.438, 27.519], [-23.781, -13.451, 27.462], [-23.303, -14.882, 27.605], [-27.149, -0.766, 23.637], [-25.711, -1.326, 23.726], [-25.091, -1.887, 22.462], [-25.782, -3.060, 21.896], [-25.398, -3.404, 20.592], [-24.969, -0.311, 24.421], [-27.807, -1.523, 23.210], [-27.350, 0.151, 23.084], [-27.569, -0.629, 24.634], [-25.743, -2.117, 24.476], [-24.050, -2.157, 22.643], [-25.117, -1.041, 21.776], [-24.434, -3.910, 20.652], [-25.180, -2.486, 20.046], [-26.067, -4.213, 20.298], [-24.673, 0.342, 23.709], [-24.110, -0.718, 24.763], [-23.996, -7.409, 22.566], [-24.153, -7.569, 24.065], [-23.883, -8.979, 24.644], [-24.858, -9.968, 24.134], [-24.807, -11.181, 24.892], [-23.224, -6.588, 24.707], [-22.992, -7.589, 22.182], [-24.311, -6.430, 22.204], [-24.515, -8.100, 21.901], [-25.231, -7.539, 24.223], [-24.016, -8.900, 25.723], [-22.931, -9.422, 24.352], [-23.735, -11.357, 24.979], [-25.290, -11.974, 24.321], [-25.376, -10.950, 25.792], [-22.257, -6.879, 24.703], [-23.209, -5.622, 24.411], [-20.854, -6.892, 18.638], [-21.387, -8.049, 19.594], [-22.859, -8.348, 19.228], [-23.587, -7.121, 19.194], [-24.997, -7.352, 19.091], [-20.631, -9.248, 19.253], [-20.945, -7.254, 17.614], [-19.772, -6.834, 18.759], [-21.348, -5.956, 18.900], [-21.499, -7.712, 20.624], [-23.344, -8.990, 19.963], [-22.957, -8.728, 18.211], [-25.508, -6.466, 19.469], [-25.317, -8.116, 19.800], [-25.302, -7.759, 18.128], [-20.539, -9.902, 20.018], [-19.774, -8.761, 19.034], [-27.510, -8.155, 22.059], [-27.915, -9.559, 21.359], [-28.081, -9.104, 19.883], [-27.925, -10.205, 18.725], [-26.634, -11.121, 18.975], [-26.472, -11.541, 20.465], [-26.922, -10.594, 21.508], [-26.716, -11.057, 22.758], [-27.195, -12.910, 20.709], [-24.967, -11.686, 20.689], [-29.295, -10.033, 21.839], [-27.545, -8.226, 23.146], [-28.359, -7.471, 22.068], [-26.641, -7.613, 21.687], [-28.962, -8.473, 19.766], [-27.420, -8.278, 19.622], [-28.018, -9.883, 17.688], [-28.766, -10.887, 18.843], [-25.832, -10.533, 18.528], [-26.747, -11.930, 18.254], [-28.255, -12.706, 20.563], [-26.923, -13.582, 19.894], [-27.089, -13.327, 21.710], [-24.541, -12.128, 21.590], [-24.437, -12.269, 19.936], [-24.611, -10.657, 20.731], [-29.975, -9.196, 21.677], [-29.189, -10.480, 22.828], [-29.625, -10.800, 21.139], [-25.889, -10.623, 22.979], [-19.937, -6.557, 26.740], [-20.883, -7.682, 26.977], [-20.694, -8.658, 26.043], [-20.021, -6.246, 25.698], [-18.962, -7.010, 26.921], [-20.253, -5.814, 27.472], [-21.904, -7.307, 26.911], [-20.730, -8.178, 27.936], [-21.252, -9.438, 26.090], [-21.549, -4.195, 23.395], [-21.004, -4.782, 22.092], [-19.935, -4.081, 21.557], [-20.850, -4.245, 24.230], [-22.509, -4.570, 23.749], [-21.563, -3.155, 23.070], [-21.727, -4.822, 21.278], [-20.716, -5.819, 22.266], [-20.350, -3.460, 20.954], [-26.139, -3.566, 26.832], [-26.224, -5.031, 26.293], [-27.087, -5.007, 25.187], [-26.981, -2.970, 26.478], [-25.220, -3.170, 26.400], [-26.040, -3.549, 27.917], [-26.640, -5.655, 27.083], [-25.277, -5.485, 26.000], [-26.624, -4.318, 24.705]], "homo_ev": [0.71, -5.72], "lumo_ev": [2.19, 2.24], "largest_force_ev_per_a": 3.99, "multiplicity": 2, "total_charge": -1, "total_energy_ev": -57280.72993}

=====

Entry 2:
{"formula": "C31H81N7O12", "method": "ωB97M-V with the def2-TZVPD basis set", "elements": ["C", "O", "N", "N", "H", "H", "H", "H", "C", "O", "C", "C", "N", "C", "C", "O", "C", "H", "H", "H", "H", "H", "H", "H", "H", "H", "H", "H", "H", "H", "H", "H", "C", "O", "C", "C", "N", "C", "C", "O", "C", "H", "H", "H", "H", "H", "H", "H", "H", "H", "H", "H", "H", "H", "H", "H", "C", "O", "C", "C", "N", "C", "C", "O", "C", "H", "H", "H", "H", "H", "H", "H", "H", "H", "H", "H", "H", "H", "H", "H", "C", "O", "C", "C", "N", "C", "C", "O", "C", "H", "H", "H", "H", "H", "H", "H", "H", "H", "H", "H", "H", "H", "H", "H", "C", "O", "C", "C", "N", "C", "C", "O", "C", "H", "H", "H", "H", "H", "H", "H", "H", "H", "H", "H", "H", "H", "H", "H", "O", "H", "H"], "positions_angstrom": [[-0.932, 1.543, 4.244], [-1.865, 1.255, 3.485], [-0.346, 2.713, 4.359], [-0.328, 0.675, 4.923], [0.459, 2.817, 4.960], [-0.713, 3.352, 3.668], [-0.560, -0.306, 4.987], [0.353, 1.078, 5.551], [-0.454, 1.780, 0.191], [0.556, 2.396, -0.628], [1.632, 1.509, -0.813], [2.686, 2.396, -1.541], [2.165, 2.786, -2.884], [3.135, 3.508, -3.708], [4.202, 2.551, -4.308], [5.185, 2.091, -3.466], [6.098, 1.025, -4.053], [-0.868, 0.864, -0.230], [-1.335, 2.401, 0.028], [-0.085, 1.795, 1.216], [1.403, 0.608, -1.382], [2.064, 1.453, 0.186], [3.675, 1.946, -1.462], [2.691, 3.310, -0.948], [1.397, 3.435, -2.793], [3.765, 4.121, -3.065], [2.674, 4.210, -4.403], [4.788, 3.052, -5.079], [3.595, 1.770, -4.766], [6.905, 0.855, -3.341], [6.629, 1.401, -4.928], [5.501, 0.124, -4.200], [-2.781, -4.867, -4.394], [-2.518, -3.764, -3.495], [-1.496, -4.067, -2.473], [-0.166, -3.950, -3.036], [0.047, -2.685, -3.671], [0.833, -1.663, -2.880], [0.142, -1.140, -1.605], [0.037, -2.043, -0.463], [-0.214, -1.317, 0.788], [-1.891, -5.392, -4.742], [-3.358, -4.486, -5.237], [-3.466, -5.587, -3.947], [-1.739, -5.077, -2.143], [-1.560, -3.479, -1.557], [-0.010, -4.744, -3.767], [0.419, -4.090, -2.128], [-0.889, -2.341, -3.827], [1.169, -0.958, -3.640], [1.696, -2.195, -2.480], [-0.859, -0.872, -1.944], [0.705, -0.267, -1.275], [-0.176, -1.956, 1.670], [-1.227, -0.913, 0.776], [0.425, -0.439, 0.882], [4.391, -5.308, -0.873], [3.558, -4.208, -1.299], [3.787, -3.013, -0.458], [2.658, -1.954, -0.588], [2.871, -0.601, -0.064], [3.202, -0.479, 1.349], [2.080, -0.740, 2.269], [1.260, 0.448, 2.307], [1.139, 1.233, 3.509], [5.446, -5.143, -0.654], [4.213, -6.099, -1.601], [4.010, -5.713, 0.065], [4.749, -2.641, -0.812], [3.940, -3.193, 0.606], [1.786, -2.467, -0.184], [2.535, -1.701, -1.642], [2.096, 0.014, -0.266], [3.605, 0.492, 1.636], [4.015, -1.157, 1.609], [2.244, -0.958, 3.325], [1.459, -1.596, 2.004], [0.868, 0.669, 4.401], [0.517, 2.128, 3.499], [2.158, 1.532, 3.752], [-6.879, -6.526, 2.296], [-5.541, -6.504, 1.846], [-4.640, -5.618, 2.533], [-5.144, -4.142, 2.422], [-4.244, -3.252, 3.131], [-4.520, -1.973, 2.528], [-4.166, -0.734, 3.262], [-2.791, -0.402, 3.560], [-1.918, -0.562, 2.437], [-7.035, -6.386, 3.365], [-7.297, -7.519, 2.133], [-7.373, -5.750, 1.710], [-3.662, -5.630, 2.052], [-4.373, -5.817, 3.571], [-6.105, -4.011, 2.921], [-5.303, -3.943, 1.363], [-3.282, -3.560, 3.159], [-5.594, -1.814, 2.431], [-4.219, -2.090, 1.487], [-4.729, -0.843, 4.189], [-4.639, 0.191, 2.932], [-0.867, -0.423, 2.691], [-2.047, 0.000, 1.511], [-2.120, -1.582, 2.111], [-2.409, 3.115, 2.135], [-1.744, 4.051, 1.321], [-0.336, 4.268, 1.650], [0.317, 5.569, 1.161], [0.098, 5.962, -0.198], [0.591, 5.043, -1.245], [0.193, 5.504, -2.586], [1.074, 6.478, -3.103], [0.712, 6.946, -4.435], [-2.382, 3.437, 3.176], [-1.917, 2.166, 1.922], [-3.474, 3.017, 1.925], [0.144, 3.487, 1.060], [-0.111, 4.168, 2.712], [1.391, 5.561, 1.349], [-0.200, 6.364, 1.699], [-0.892, 5.901, -0.390], [0.145, 4.091, -0.959], [1.663, 4.856, -1.180], [-0.839, 5.852, -2.632], [0.393, 4.675, -3.265], [-0.295, 7.360, -4.374], [0.605, 6.089, -5.100], [1.506, 7.617, -4.760], [-0.696, 0.450, 1.455], [0.240, 0.358, 1.632], [-1.068, 0.744, 2.287]], "homo_ev": -6.78, "e_above_lowest_kj_mol": 3248.72, "lumo_ev": -0.30, "largest_force_ev_per_a": 10.72, "multiplicity": 1, "total_charge": 0, "total_energy_ev": -68421.11448}

=====

Entry 3:
{"formula": "C31H82BClN5O11", "method": "ωB97M-V with the def2-TZVPD basis set", "elements": ["O", "H", "H", "H", "Cl", "O", "O", "O", "O", "B", "H", "H", "H", "H", "C", "O", "H", "H", "H", "H", "C", "C", "C", "O", "C", "N", "H", "H", "H", "H", "H", "H", "H", "H", "H", "H", "H", "C", "C", "C", "O", "C", "N", "H", "H", "H", "H", "H", "H", "H", "H", "H", "H", "H", "C", "C", "C", "O", "C", "N", "H", "H", "H", "H", "H", "H", "H", "H", "H", "H", "H", "C", "C", "C", "C", "C", "C", "N", "O", "C", "C", "C", "H", "H", "H", "H", "H", "H", "H", "H", "H", "H", "H", "H", "H", "H", "H", "H", "H", "H", "H", "C", "C", "C", "C", "C", "C", "N", "O", "C", "C", "C", "H", "H", "H", "H", "H", "H", "H", "H", "H", "H", "H", "H", "H", "H", "H", "H", "H", "H", "H"], "positions_angstrom": [[-0.201, 4.313, -0.118], [0.253, 3.483, 0.051], [0.376, 5.003, -0.452], [-0.910, 4.179, -0.751], [1.100, 0.672, 0.707], [1.947, 0.763, 1.899], [-0.242, 1.040, 1.109], [1.509, 1.688, -0.243], [1.116, -0.568, 0.077], [2.432, 5.217, -0.723], [2.375, 4.434, 0.016], [3.481, 5.456, -0.810], [1.941, 5.056, -1.670], [1.954, 6.109, -0.349], [1.059, 3.810, 3.846], [2.029, 3.574, 2.804], [0.179, 4.031, 3.242], [1.016, 2.984, 4.557], [1.386, 4.694, 4.394], [2.112, 2.621, 2.721], [-0.216, 0.084, 6.359], [-1.266, 1.039, 5.613], [-1.809, 2.263, 6.375], [-2.980, 2.078, 7.141], [-4.167, 2.380, 6.383], [-0.664, 1.310, 4.287], [0.771, 0.547, 6.378], [-0.017, -0.831, 5.801], [-0.356, -0.162, 7.411], [-2.169, 0.447, 5.462], [-1.943, 3.014, 5.597], [-0.978, 2.841, 6.780], [-4.001, 3.440, 6.196], [-5.010, 2.026, 6.977], [-4.066, 1.972, 5.377], [-0.251, 0.475, 3.897], [-1.375, 1.455, 3.584], [-2.582, 4.567, -4.360], [-2.336, 4.391, -2.889], [-2.925, 3.035, -2.338], [-2.562, 2.917, -0.964], [-3.073, 1.687, -0.543], [-0.901, 4.256, -2.813], [-2.003, 3.899, -4.998], [-2.504, 5.557, -4.810], [-3.634, 4.423, -4.606], [-2.622, 5.324, -2.403], [-2.482, 2.203, -2.886], [-4.007, 3.130, -2.435], [-4.157, 1.578, -0.567], [-2.855, 1.497, 0.508], [-2.682, 0.849, -1.122], [-0.637, 3.282, -2.858], [-0.500, 4.524, -3.700], [4.802, -2.328, 1.516], [5.751, -1.209, 0.971], [6.026, -1.160, -0.525], [6.937, 0.009, -0.620], [7.677, -0.059, -1.809], [5.238, 0.010, 1.597], [5.188, -3.342, 1.418], [3.855, -2.413, 0.983], [4.563, -2.230, 2.575], [6.771, -1.218, 1.354], [5.087, -1.018, -1.060], [6.566, -2.059, -0.823], [8.281, -0.966, -1.826], [8.336, 0.809, -1.786], [7.058, 0.024, -2.703], [4.256, -0.154, 1.766], [5.184, 0.792, 0.960], [1.885, 1.345, -3.979], [0.979, 0.377, -4.813], [1.660, 0.451, -6.229], [2.852, -0.409, -6.459], [2.471, -1.840, -6.146], [1.891, -2.010, -4.660], [0.893, -0.985, -4.369], [0.400, -1.108, -3.034], [1.147, -3.410, -4.505], [3.049, -2.002, -3.550], [-0.447, 0.985, -4.954], [1.845, 2.354, -4.388], [2.947, 1.199, -4.178], [1.539, 1.360, -2.946], [0.910, 0.449, -7.019], [2.067, 1.430, -6.478], [3.632, -0.146, -5.744], [3.214, -0.282, -7.479], [3.347, -2.486, -6.199], [1.725, -2.197, -6.856], [0.201, -3.481, -5.042], [1.737, -4.275, -4.807], [0.879, -3.720, -3.495], [3.736, -2.846, -3.481], [3.464, -0.995, -3.561], [2.575, -2.024, -2.569], [-0.976, 0.365, -5.677], [-0.440, 2.006, -5.338], [-1.034, 0.962, -4.035], [1.130, -0.907, -2.443], [-5.333, -4.695, 2.825], [-3.842, -4.935, 2.351], [-3.709, -4.991, 0.791], [-3.833, -3.585, 0.237], [-2.756, -2.671, 0.795], [-2.767, -2.604, 2.351], [-2.969, -3.883, 2.956], [-3.001, -3.859, 4.336], [-1.480, -2.050, 3.033], [-3.871, -1.498, 2.727], [-3.435, -6.448, 2.733], [-5.473, -4.820, 3.899], [-6.050, -5.362, 2.346], [-5.710, -3.692, 2.625], [-2.700, -5.324, 0.546], [-4.466, -5.685, 0.425], [-4.813, -3.175, 0.482], [-3.677, -3.657, -0.839], [-2.908, -1.785, 0.179], [-1.813, -3.004, 0.362], [-1.679, -1.676, 4.037], [-0.729, -2.840, 3.024], [-1.125, -1.138, 2.554], [-3.607, -0.485, 2.424], [-4.843, -1.702, 2.278], [-4.116, -1.670, 3.775], [-3.575, -6.584, 3.806], [-2.374, -6.605, 2.539], [-4.024, -7.127, 2.117], [-2.126, -4.156, 4.592]], "homo_ev": [-7.00, -7.00], "lumo_ev": [-1.05, -5.23], "largest_force_ev_per_a": 5.11, "multiplicity": 2, "total_charge": 0, "total_energy_ev": -76625.97056}